# 1
30
Properties=species:S:1:pos:R:3:forces:R:3:mulliken_charge:R:1 method="wB97M-V/def2-TZVPD" homo_ev="-10.426 / -10.424" total_charge=+1 homo_lumo_gap_ev="6.69 / 6.68"
C 0.224690 1.207360 -3.132011 0.4 1.2 1.3 -0.81
C -0.030705 0.434094 -4.211319 0.1 -0.3 -1.6 -0.42
C -0.358562 -0.927622 -4.258852 0.2 0.4 0.3 -0.01
C -0.448859 -1.766225 -3.145241 -0.3 -1.1 -0.8 -0.30
C -0.297912 -1.456029 -1.834027 0.4 0.3 1.4 -0.83
Pb -0.173535 0.535346 -1.199378 -0.6 -1.4 -2.1 1.21
P 0.041523 2.965705 -0.333693 0.2 0.0 0.4 -0.16
H 0.546936 2.233125 -3.181978 -0.1 0.3 -0.7 0.30
H 0.086095 0.964810 -5.167690 -0.1 -0.4 0.1 0.28
H -0.482238 -1.373230 -5.236532 -0.1 0.0 0.0 0.36
H -0.294495 -2.181138 -1.044287 -0.4 -0.6 0.0 0.41
H -0.637921 -2.835518 -3.329835 0.1 0.4 -0.2 0.29
H -1.075256 3.385390 0.372836 -0.1 0.4 0.2 0.15
H 0.173280 3.846132 -1.402168 0.0 0.3 0.0 0.15
H 1.129665 3.203445 0.492924 0.1 0.6 0.3 0.15
C 2.110149 -0.546612 3.883377 0.2 -0.3 1.1 -1.17
C 1.086112 -0.469294 2.876470 -1.8 -0.4 0.0 0.85
C -0.266039 -0.805840 2.952802 -0.2 -0.4 1.1 -0.92
C -0.883780 -0.563241 1.737815 2.8 0.7 -0.2 0.41
N 0.103567 -0.093100 0.936922 0.4 0.4 0.2 -0.16
N 1.290195 -0.039716 1.650964 -1.1 0.5 -2.0 -0.15
C -2.284079 -0.737747 1.336174 -0.5 -0.2 0.3 -1.21
H 1.801571 0.064763 4.726990 0.2 0.0 0.2 0.31
H 2.179964 -1.579116 4.215199 0.3 0.0 0.2 0.31
H 3.052937 -0.212199 3.505463 0.7 0.2 -0.1 0.34
H -0.778193 -1.191795 3.817911 0.2 0.0 0.2 0.45
H 2.134202 0.317810 1.177349 -0.8 -0.5 0.6 0.22
H -2.556615 -1.788821 1.481684 -0.1 0.2 -0.1 0.32
H -2.908116 -0.134519 2.003641 0.0 -0.1 -0.2 0.35
H -2.484572 -0.456220 0.308502 0.0 0.0 -0.1 0.27



# 2
130
Properties=species:S:1:pos:R:3:forces:R:3:mulliken_charge:R:1 method="wB97M-V/def2-TZVPD" homo_ev=-9.714 homo_lumo_gap_ev=9.24
C 33.270710 -11.735683 -22.232216 -0.7 2.5 1.6 0.67
C 34.108497 -12.918741 -22.439647 1.3 -1.6 -1.6 0.09
O 33.659505 -13.371220 -23.724126 0.1 0.2 -0.7 -0.44
C 32.846082 -12.436095 -24.316463 -0.1 -2.1 1.0 0.63
O 32.450397 -12.594007 -25.418901 -0.2 0.7 -0.8 -0.54
O 32.444211 -11.551450 -23.404652 0.5 0.1 0.6 -0.36
H 33.846076 -10.821544 -22.085923 0.3 0.0 -0.4 -0.22
H 32.711641 -11.758443 -21.296787 -0.8 -0.4 -0.5 -0.14
H 34.044853 -13.787458 -21.784376 -0.4 0.4 0.4 0.30
H 35.163178 -12.680916 -22.578138 0.0 0.2 0.3 0.05
C 33.083747 -10.871353 -16.864903 -1.4 -0.2 1.0 -0.39
C 32.013779 -11.120402 -17.894596 -0.7 1.2 0.7 -0.64
O 32.668845 -10.710207 -19.125731 -0.4 -0.5 -0.3 -0.44
C 33.759326 -9.976634 -18.830332 2.2 0.2 -1.2 0.10
O 34.589558 -9.482848 -19.597269 -2.8 -1.2 1.6 -0.29
O 33.930109 -9.954099 -17.499549 0.9 0.4 0.3 0.23
H 33.525781 -11.784807 -16.467013 0.8 0.1 -0.5 0.24
H 32.591464 -10.395483 -16.016791 0.3 0.2 0.1 0.39
H 31.192259 -10.445548 -17.654234 0.1 0.6 -0.6 0.32
H 31.489056 -12.068833 -17.779579 0.9 -0.6 -1.2 0.39
C 36.194002 -12.738872 -18.165103 0.0 1.2 0.2 1.04
C 37.718543 -12.537350 -17.992821 -1.6 0.2 -0.9 0.21
O 38.193850 -13.854530 -18.385138 2.4 2.6 2.1 -0.43
C 37.240780 -14.591692 -18.835689 0.1 -4.4 -3.4 0.47
O 37.456163 -15.691863 -19.358196 -1.0 2.5 1.7 -0.63
O 36.071856 -13.969422 -18.843708 -0.9 -0.1 0.3 -0.39
H 35.799467 -11.942379 -18.796006 -0.1 -0.1 -0.1 -0.58
H 35.626393 -12.737463 -17.234566 0.1 -0.3 0.1 -0.08
H 37.995845 -12.111273 -17.028638 0.1 -1.2 0.3 0.17
H 38.003610 -11.736803 -18.675441 0.5 -0.6 -0.4 0.22
C 38.444504 -8.396199 -21.478081 1.7 0.7 1.4 -0.12
C 37.817569 -9.188269 -20.368366 -0.2 -0.1 0.9 2.66
O 37.221745 -10.199233 -21.118631 -1.8 -1.9 -0.3 -0.49
C 37.085280 -9.886697 -22.399427 -1.2 -3.3 -2.4 0.52
O 36.524654 -10.654903 -23.227441 1.8 3.2 2.6 -0.59
O 37.751676 -8.762826 -22.648464 -0.7 0.3 -1.0 -0.08
H 39.460947 -8.789363 -21.497538 0.3 0.4 -0.7 0.15
H 38.432225 -7.322475 -21.290813 -0.1 -0.1 -0.4 0.02
H 37.086245 -8.687395 -19.734031 -0.2 0.1 -0.3 -1.24
H 38.488204 -9.745600 -19.714363 0.4 0.7 0.0 -1.08
C 36.657307 -8.547575 -14.298865 -3.3 -1.0 3.5 -0.38
C 35.840548 -9.891091 -14.445859 0.5 1.5 2.3 -0.53
O 36.059930 -10.176820 -15.763650 0.3 -1.2 -3.1 -0.31
C 37.160919 -9.565129 -16.187485 2.3 -1.2 -5.8 -0.67
O 37.775620 -9.760202 -17.333592 -3.2 0.8 6.0 1.05
O 37.545506 -8.699814 -15.300105 3.1 1.3 -1.5 -0.15
H 37.078310 -8.563877 -13.293587 0.7 0.1 -0.3 0.43
H 36.047587 -7.644380 -14.323108 0.1 0.0 -0.7 0.16
H 34.779308 -9.840463 -14.202317 0.2 0.1 -0.2 0.37
H 36.355719 -10.651262 -13.858629 -0.3 -0.2 0.3 0.32
C 35.728580 -11.386909 -26.591945 0.2 1.1 1.6 0.21
C 36.273253 -12.698097 -25.961609 -1.3 2.1 0.4 0.27
O 37.152395 -13.140393 -26.937266 0.7 -0.7 -1.7 -0.37
C 37.280709 -12.236054 -27.958538 1.9 -1.1 -2.8 0.56
O 37.975650 -12.446857 -28.972575 -2.2 0.9 3.5 -0.61
O 36.551045 -11.134601 -27.719487 0.5 -0.9 -0.6 -0.35
H 35.947756 -10.592301 -25.878727 -0.4 0.1 -0.1 -0.24
H 34.676362 -11.306041 -26.864664 0.1 -0.5 -0.1 0.29
H 35.397013 -13.296219 -25.711510 0.5 -0.8 -0.3 0.18
H 36.835208 -12.457525 -25.059145 -0.1 -0.1 0.1 0.06
C 40.757673 -7.294196 -16.121991 0.6 -1.9 -1.0 -0.34
C 40.165041 -7.301472 -17.516876 2.7 -0.6 -1.5 1.17
O 39.023489 -6.546672 -17.410107 -2.3 0.3 0.9 0.25
C 39.086312 -5.859228 -16.264828 -1.7 3.3 1.3 0.46
O 38.369359 -4.920423 -15.925174 1.5 -2.6 -1.1 -0.64
O 40.135618 -6.263649 -15.526503 -1.4 2.8 1.5 -0.40
H 41.833668 -7.131434 -16.059997 0.0 -0.5 -0.1 0.30
H 40.361492 -8.193342 -15.650104 0.8 -0.5 0.3 0.20
H 40.096847 -8.347875 -17.814335 -1.0 0.2 -0.4 -1.10
H 40.687440 -6.735366 -18.288062 0.9 -0.5 0.1 0.09
C 41.210540 -4.488601 -23.886046 1.9 -1.9 2.0 -0.13
C 40.073961 -5.431408 -23.529746 0.5 0.5 0.6 0.22
O 39.383914 -5.406526 -24.761362 -1.1 -0.4 -1.4 -0.16
C 40.242857 -5.148577 -25.795117 -0.9 0.6 -2.8 0.53
O 39.973668 -5.195696 -27.010930 0.9 -0.1 4.7 -0.58
O 41.416295 -4.728954 -25.246234 -0.8 0.6 -1.9 -0.36
H 42.145314 -4.854189 -23.461014 0.0 0.2 0.5 0.24
H 41.097916 -3.475498 -23.499977 -0.4 0.3 -1.0 0.19
H 39.536266 -5.066706 -22.654555 -0.6 0.1 -0.6 0.00
H 40.328035 -6.461334 -23.279161 0.5 0.0 -0.2 0.05
C 40.784393 -11.225890 -17.445567 -0.7 -1.0 -1.0 0.28
C 41.992513 -12.139035 -17.703988 -0.7 1.8 0.5 -0.39
O 42.499983 -11.483498 -18.907168 2.4 -0.7 -0.2 -0.41
C 41.580359 -10.742149 -19.528273 -1.4 -1.1 -2.2 0.64
O 41.498025 -10.268370 -20.649421 1.6 -0.5 2.1 -0.57
O 40.498122 -10.856700 -18.795169 -2.4 1.7 1.1 -0.15
H 40.947112 -10.346529 -16.822394 0.2 0.0 0.0 0.01
H 39.855218 -11.737256 -17.194065 0.6 0.0 0.8 -0.12
H 41.658740 -13.170911 -17.813258 0.4 0.1 -0.7 0.27
H 42.712974 -12.035108 -16.892663 0.3 -0.2 -0.4 0.34
C 35.942845 -6.792407 -17.701637 0.9 1.0 0.3 1.56
C 34.724356 -6.286460 -18.384619 1.6 -1.1 -2.0 -0.21
O 33.771771 -6.370333 -17.400736 -1.7 0.0 2.4 -0.39
C 34.400549 -6.239887 -16.186891 -2.1 0.7 3.1 0.44
O 33.856630 -6.048542 -15.067075 1.7 -0.9 -4.3 -0.67
O 35.708125 -6.339165 -16.362590 0.6 0.0 0.8 -0.25
H 36.842059 -6.343666 -18.123716 0.0 -0.2 0.4 0.00
H 35.996353 -7.880251 -17.658855 0.0 0.0 -0.3 -0.94
H 34.688337 -7.068341 -19.143215 -1.4 0.5 -0.6 0.26
H 34.777351 -5.280950 -18.802043 0.2 -0.1 0.0 0.25
C 36.845462 -7.432542 -26.201282 0.7 0.4 -0.5 -0.11
C 36.486235 -6.333151 -25.209380 -0.8 -0.6 -0.2 0.54
O 35.073899 -6.514898 -25.104710 -1.1 -1.0 0.5 -0.43
C 34.631586 -7.673405 -25.753956 -2.2 0.6 1.7 0.60
O 33.494903 -8.119075 -25.605664 3.3 1.1 -0.8 -0.59
O 35.624813 -8.154659 -26.484628 0.4 0.1 -0.3 -0.31
H 37.563759 -8.168358 -25.839739 0.0 0.2 0.0 0.22
H 37.244044 -6.892971 -27.060403 -0.2 -0.8 -0.6 0.31
H 36.589345 -5.309801 -25.570232 0.5 -0.2 -0.1 0.21
H 37.044074 -6.475488 -24.283819 -0.6 0.2 0.3 -0.41
C 35.927271 -2.278368 -21.947617 0.6 0.9 -0.5 -0.40
C 36.977015 -2.764785 -22.959879 -0.8 -0.1 -0.9 -0.39
O 36.878092 -4.157931 -22.779190 0.7 -1.1 0.0 0.06
C 36.337778 -4.474685 -21.597896 -0.5 0.1 0.3 0.25
O 36.296438 -5.586303 -21.154684 0.0 1.0 0.1 -0.15
O 35.811619 -3.329265 -21.025657 0.7 -1.8 0.4 -0.37
H 34.943458 -2.158096 -22.401200 0.2 0.4 -0.1 0.29
H 36.300088 -1.391432 -21.435312 -0.5 0.1 0.0 0.32
H 38.014869 -2.441716 -22.878762 0.0 0.1 0.7 0.19
H 36.710200 -2.602264 -24.004151 -0.2 0.3 0.1 0.30
C 42.625798 -2.851368 -20.468539 2.5 1.0 -1.1 -0.43
C 42.331750 -2.941263 -19.063392 -0.3 0.9 2.2 -0.41
O 41.774692 -4.223305 -19.024268 -1.2 -1.4 3.8 -0.31
C 41.269077 -4.575101 -20.150428 -2.7 -4.6 -1.9 0.48
O 40.578981 -5.605148 -20.408828 2.4 4.0 1.1 -0.35
O 41.686915 -3.712679 -21.035912 -0.5 0.5 -3.1 -0.17
H 43.651084 -3.221327 -20.472862 0.1 -0.2 -1.6 0.27
H 42.536474 -1.845041 -20.877712 0.1 -0.3 -0.2 0.35
H 41.683896 -2.088495 -18.860487 -0.7 -0.6 1.1 0.24
H 43.154501 -3.044615 -18.355932 0.1 0.8 -0.3 0.30



It is found that the E values, taken in the order of the records, are -28133.816 -121134.125 eV.